[1]
Density functional theory data (the ωB97M-V functional and the def2-TZVPD basis) for 6 unconnected molecules or ions with the total composition C54H73BrF40O8P.

XYZ file:
```
177
Properties=species:S:1:pos:R:3:forces:R:3
C -1.1366 -0.0670 -0.2325 -0.0877 -0.1840 -0.3862
C -2.3629 -0.8838 -0.6635 0.1284 -0.1589 0.4210
C -3.4558 -0.9428 0.3994 -0.1002 0.6605 0.0642
C -4.1577 0.4065 0.5819 -0.0858 0.2513 -0.1669
C -5.1452 0.7670 -0.5533 1.0174 -0.3576 -0.1477
C -4.6104 1.8904 -1.4502 -0.7215 0.1529 -0.1807
C -5.0640 3.3279 -1.1010 -0.1001 -0.5673 -0.0637
C -5.4468 3.6096 0.3450 0.4645 0.3487 0.1262
C -4.2983 3.7610 1.3438 -0.1332 0.4333 0.2311
C -3.2100 4.7457 0.9121 0.0483 -0.2135 0.4060
C -2.0788 4.0527 0.1666 -0.7540 -1.0151 -0.6741
O -1.1077 3.5732 1.0487 0.1070 0.2485 0.1472
P 0.4325 3.4456 0.1648 0.3421 -0.7273 0.0840
C 1.9053 3.3265 -1.0453 -0.2733 0.1280 0.4128
C 2.3993 1.9057 -1.2640 0.3229 0.2481 0.0854
C 3.6483 1.8181 -2.1746 -0.5592 0.1156 -0.1282
C 3.4134 1.2348 -3.5795 0.5487 0.1591 0.1583
C 2.0872 1.6427 -4.1611 0.0047 -0.3349 0.1710
O 2.0311 1.3682 -5.5642 -0.2488 0.0964 0.1535
C 0.7875 1.7933 -6.1031 0.3389 0.1058 0.1442
C 1.3922 4.3397 1.5801 0.6600 -0.3639 -0.0710
C 2.4250 3.4211 2.1597 0.3800 -0.4376 0.4367
C 3.7570 3.4490 1.7024 -0.0267 -0.4501 0.5141
C 4.7447 2.5808 2.1845 -0.7933 0.0922 0.0397
C 4.4223 1.6361 3.1619 -0.7112 0.6583 -0.3918
C 3.1113 1.6059 3.6477 0.1785 0.4668 -0.5492
C 2.1077 2.4759 3.1665 0.7405 -0.2965 -0.0817
C 0.7214 2.3227 3.7372 0.3265 0.1683 0.0727
O -0.0633 4.9882 -0.5354 0.1326 -0.4826 -0.3811
C -1.3772 4.8016 -1.0013 0.4370 1.4685 0.8812
C -1.9261 6.1782 -1.3879 -0.0169 -0.4627 -0.5609
C -0.8763 6.9501 -2.1993 -0.3032 0.0330 0.1729
C -0.1502 7.9770 -1.3465 -0.1190 -0.5782 0.0413
Br -1.0440 9.7106 -1.4376 0.1178 0.1574 0.0289
H -1.3332 0.5988 0.6004 -0.0366 0.1916 0.1276
H -0.7847 0.5487 -1.0529 0.1131 0.1887 -0.0273
H -0.3077 -0.7139 0.0394 0.0873 -0.1166 0.1885
H -2.0399 -1.9048 -0.8585 -0.0238 -0.1369 -0.2843
H -2.7789 -0.4837 -1.5840 -0.0974 0.0009 -0.2289
H -2.9923 -1.1975 1.3510 0.0231 -0.3158 0.1493
H -4.2040 -1.6839 0.1380 -0.0094 -0.3195 0.0751
H -4.6288 0.4848 1.5591 -0.1681 -0.1814 0.1304
H -3.3810 1.1668 0.5858 0.1325 0.1116 0.1314
H -6.1438 0.9620 -0.1819 -0.1990 0.1692 0.0612
H -5.2276 -0.1125 -1.1886 -0.1678 -0.2047 -0.0786
H -3.5296 1.8192 -1.5176 0.2302 -0.0031 0.1759
H -4.9691 1.6928 -2.4608 0.0144 0.0360 -0.2021
H -5.9350 3.5481 -1.7170 -0.1746 0.0430 -0.0629
H -4.2927 4.0188 -1.4285 0.1135 0.2245 -0.0051
H -5.9745 4.5646 0.3528 -0.1539 0.1309 -0.0360
H -6.1515 2.8764 0.7283 -0.1530 -0.1830 -0.0622
H -4.7374 4.1675 2.2530 -0.1490 -0.0889 0.2112
H -3.8613 2.8092 1.6275 0.1388 -0.0918 -0.0377
H -2.7987 5.1870 1.8181 0.2108 0.2399 -0.0046
H -3.6797 5.5415 0.3399 -0.0179 0.1417 -0.1658
H -2.5561 3.1791 -0.3008 0.0236 -0.0620 -0.0919
H 0.7546 2.1804 0.8073 -0.1031 0.1130 0.0076
H -0.3174 2.6397 -0.7975 -0.0824 0.4743 -0.3276
H 2.7166 3.9898 -0.7503 0.2248 0.0177 0.0573
H 1.5237 3.7332 -1.9815 -0.1062 0.0862 -0.1519
H 1.5683 1.3355 -1.6706 -0.0875 -0.2839 0.0414
H 2.6359 1.4657 -0.3001 0.0148 -0.1111 0.1922
H 4.0297 2.8285 -2.3011 0.1379 0.1910 0.0527
H 4.4215 1.2513 -1.6651 0.2075 -0.1289 -0.0484
H 4.1996 1.6094 -4.2352 0.0929 0.0084 -0.1566
H 3.5381 0.1581 -3.5523 -0.2496 -0.2966 -0.0974
H 1.2829 1.0946 -3.6713 -0.1767 -0.0531 0.0400
H 1.9154 2.6994 -3.9552 -0.0112 0.2477 -0.2136
H 0.1288 2.1800 -5.3314 -0.1379 0.0045 0.2044
H 0.9624 2.6036 -6.8057 -0.0419 0.0138 -0.3031
H 0.2766 0.9611 -6.5830 -0.0314 -0.1072 -0.2261
H 1.9299 5.2044 1.1976 -0.2531 0.3087 -0.1274
H 0.7102 4.6244 2.3692 -0.2970 0.3302 -0.0947
H 4.0204 4.1724 0.9465 0.0624 0.1244 -0.1004
H 5.7444 2.6380 1.7827 0.1742 0.0138 -0.0301
H 5.1741 0.9601 3.5241 0.0750 -0.2211 0.1492
H 2.8634 0.8748 4.4056 -0.1417 -0.0312 0.1138
H 0.1131 3.2024 3.5877 -0.2337 0.1064 -0.2210
H 0.7798 2.1610 4.8111 0.0294 -0.1949 0.1709
H 0.2252 1.4741 3.2768 -0.2231 -0.0699 -0.0850
H -1.3941 4.2302 -1.9331 0.0758 -0.4524 -0.0144
H -2.7853 6.0113 -2.0391 -0.3208 0.0417 0.1353
H -2.2645 6.7429 -0.5261 0.0623 0.2276 0.1468
H -1.3567 7.4223 -3.0498 0.0557 0.2437 -0.1650
H -0.1531 6.2413 -2.5901 0.2017 -0.0864 -0.0271
H 0.8953 8.0866 -1.5970 0.0867 0.3700 -0.2368
H -0.2097 7.6734 -0.3123 0.0708 0.0328 0.2495
C 9.7523 2.2154 6.5963 0.3753 0.1927 -0.4583
C 9.9738 1.8267 8.0655 -0.3750 0.2128 0.0237
C 9.9452 0.3394 8.4235 0.1189 -0.1164 0.0991
F 8.7420 -0.2061 8.1686 0.0150 0.0210 -0.0023
F 10.1929 0.2096 9.7498 -0.0058 0.0033 -0.0474
F 9.1232 2.5076 8.8598 0.0380 -0.0475 -0.0017
F 11.2405 2.2382 8.3738 0.1271 -0.0501 -0.0385
O 8.4635 2.6390 6.2138 -0.2161 -0.1084 0.5490
C 7.4991 1.7495 5.8113 0.2779 0.1304 -0.2365
C 6.2842 1.7683 6.7433 -0.1576 0.0302 0.0685
F 6.6583 1.4755 8.0078 -0.0004 -0.0002 -0.0100
F 5.4085 0.8298 6.3328 -0.0137 -0.0379 0.0077
F 7.9978 0.5058 5.6682 -0.0600 -0.0529 0.0509
F 7.0664 2.1532 4.6051 0.0574 -0.0221 -0.0940
H 10.3702 3.1006 6.4547 0.0017 0.0251 0.0489
H 10.1451 1.4549 5.9205 -0.0688 -0.1605 0.1332
H 10.7165 -0.2030 7.8699 -0.0218 0.0057 -0.0171
H 5.8111 2.7516 6.7230 -0.0031 -0.0078 -0.0409
C -7.7571 -3.8249 0.3581 0.0484 -0.1604 0.5692
C -7.3761 -2.5882 -0.4705 0.1264 -0.3681 -0.1529
C -8.5076 -1.6418 -0.8806 0.0164 0.2197 0.0287
F -9.4053 -2.2742 -1.6675 0.0003 -0.0322 0.0455
F -7.9928 -0.6121 -1.5836 0.0069 -0.0408 0.0007
F -6.6662 -2.9646 -1.5546 -0.0491 0.0751 -0.0021
F -6.5539 -1.8610 0.3344 -0.2124 0.1029 0.0569
O -7.9024 -5.0574 -0.3251 0.0719 0.2457 -0.4538
C -9.0836 -5.4452 -0.8841 0.0728 0.0030 0.3036
C -8.9627 -5.6087 -2.4021 0.0216 -0.0593 -0.1478
F -8.5826 -4.4539 -2.9763 -0.0344 0.0003 -0.0103
F -10.1725 -5.9564 -2.8993 -0.0121 -0.0244 -0.0176
F -10.1024 -4.6335 -0.5526 -0.0307 0.0347 -0.0477
F -9.3772 -6.6727 -0.3935 -0.0925 -0.1074 0.0372
H -6.8997 -3.9894 1.0079 0.0442 0.0098 -0.0364
H -8.6057 -3.6238 1.0122 -0.1084 0.1032 -0.1632
H -9.0149 -1.2467 0.0041 -0.0036 -0.0265 -0.0034
H -8.2339 -6.3867 -2.6372 -0.0077 -0.0088 0.0267
C -4.5353 1.2019 6.5061 0.3853 0.2329 0.4109
C -4.8644 1.6080 5.0627 0.0469 -0.3912 -0.0378
C -6.1958 2.3173 4.8040 0.0063 0.1580 -0.1021
F -7.2474 1.5311 5.1276 0.0413 -0.0087 0.0139
F -6.2709 2.6026 3.4887 -0.1417 -0.0513 0.0135
F -4.7508 0.5375 4.2491 -0.0500 0.0326 0.0156
F -3.9105 2.5068 4.7045 0.0169 0.1333 0.0483
O -4.7787 -0.1428 6.8808 -0.2183 -0.0902 -0.4514
C -5.9873 -0.5592 7.3508 0.2224 0.1680 0.1376
C -6.6167 -1.6121 6.4333 -0.0445 -0.1407 -0.0603
F -6.7936 -1.1213 5.1938 -0.0413 0.0065 0.0071
F -7.8274 -1.9569 6.9323 -0.0116 -0.0281 0.0083
F -6.8312 0.4612 7.5845 -0.0580 0.0059 -0.0408
F -5.7693 -1.1747 8.5373 -0.0473 -0.0444 0.1356
H -3.4536 1.2989 6.5763 0.0206 -0.0267 -0.0546
H -4.9558 1.9037 7.2266 -0.1924 -0.0012 -0.1041
H -6.2568 3.2499 5.3718 0.0145 -0.0273 0.0232
H -5.9769 -2.4952 6.3848 0.0109 0.0119 0.0248
C 0.8827 -3.3993 -7.2778 -0.4195 0.1114 -0.4444
C 0.9245 -2.9518 -5.8100 0.1740 -0.4227 -0.0006
C 1.9003 -1.8369 -5.4347 -0.0637 0.2267 0.1120
F 3.1797 -2.2099 -5.6633 -0.0561 -0.0626 -0.0438
F 1.7627 -1.5965 -4.1138 0.0069 -0.0310 0.0290
F 1.1102 -4.0308 -5.0140 0.0177 0.0744 -0.0175
F -0.3145 -2.4540 -5.5403 -0.0683 0.1076 -0.0501
O 1.6055 -4.5682 -7.6281 0.1828 -0.0284 0.4708
C 2.9176 -4.5313 -7.9934 -0.2285 0.1078 -0.1700
C 3.7906 -5.3225 -7.0158 0.1241 -0.1516 0.0955
F 3.6892 -4.8233 -5.7687 0.0448 -0.0520 0.0182
F 5.0870 -5.2315 -7.3990 0.0201 -0.0129 -0.0121
F 3.3754 -3.2829 -8.1656 0.0391 0.0359 0.0511
F 3.0220 -5.1655 -9.1856 0.0655 -0.0318 -0.1251
H -0.1552 -3.6779 -7.4499 -0.0090 -0.0309 0.0370
H 1.0973 -2.5730 -7.9555 0.1893 0.0646 0.1272
H 1.6858 -0.9180 -5.9855 0.0751 0.0234 0.0298
H 3.4915 -6.3729 -7.0105 -0.0409 0.0172 -0.0367
C 4.8491 -7.2067 -3.1272 -0.6201 0.2538 -0.0515
C 6.2317 -6.5430 -3.0433 0.0390 -0.3044 0.2987
C 7.1031 -6.5508 -4.3013 0.0739 0.1879 -0.1063
F 7.4067 -7.8104 -4.6801 -0.0357 -0.0239 0.0261
F 8.2611 -5.9068 -4.0288 -0.0284 -0.0347 -0.0024
F 6.9211 -7.0519 -1.9983 0.0252 -0.0048 -0.0740
F 6.0007 -5.2289 -2.7797 -0.0575 0.1010 -0.0818
O 4.7141 -8.5246 -2.6237 0.5634 -0.0095 0.0810
C 4.9647 -9.6246 -3.3890 -0.2687 0.1927 -0.0187
C 6.1178 -10.4587 -2.8225 0.0855 -0.1104 0.0798
F 7.2454 -9.7291 -2.7521 0.0157 0.0082 -0.0479
F 6.3396 -11.5097 -3.6453 -0.0019 -0.0304 0.0002
F 5.1639 -9.3180 -4.6834 0.0674 -0.0053 -0.0253
F 3.8665 -10.4135 -3.3326 -0.0958 -0.1032 -0.0530
H 4.2184 -6.6138 -2.4677 0.0444 0.0254 0.0459
H 4.4176 -7.1089 -4.1232 0.1970 -0.0480 -0.0999
H 6.5975 -6.0341 -5.1221 -0.0085 -0.0228 0.0066
H 5.8603 -10.8228 -1.8262 -0.0284 0.0040 -0.0102
```
Positions in Å, forces in eV/Å.

Computed properties:
- HOMO-LUMO gap: 6.2 eV
- Charge: -1


[2]
Density functional theory data (the ωB97M-V functional and the def2-TZVPD basis) for a gas-phase ion, C6H9O2S (charge -1).

XYZ file:
```
18
Properties=species:S:1:pos:R:3:forces:R:3
C -1.3440 -1.1066 1.5234 1.6961 1.3659 2.0170
C -0.9750 -0.1518 0.6494 1.9306 -0.0122 0.1098
C -1.8206 0.3361 -0.5416 -0.0224 0.6001 -0.7911
O -2.6044 -0.4601 -1.0625 -0.5059 -1.0005 0.3177
O -1.6052 1.5033 -0.9718 0.4600 0.0971 0.4851
C 0.5130 0.5175 0.7455 -2.5941 -2.2919 0.8740
S 0.2554 2.2240 1.2706 0.3887 0.8184 -0.4434
C 1.3258 0.4109 -0.5310 -1.4390 1.6249 -1.2988
C 1.3654 -0.9193 -1.1700 -1.5517 -3.9900 -2.1794
H -0.6850 -1.3293 2.4745 -0.9847 0.3099 -2.0842
H -2.3636 -1.3835 1.6755 -0.5448 -0.5051 -0.5446
H 0.9987 -0.0812 1.6037 -0.4325 1.1602 -1.1739
H -0.2340 2.6848 0.0438 0.1733 -0.7402 1.0764
H 0.9098 1.1315 -1.2953 0.4193 -0.4403 0.9964
H 2.2842 0.7381 -0.2512 1.5700 0.5149 0.1048
H 1.3097 -1.7161 -0.3677 0.1310 0.5544 -0.9253
H 2.2298 -1.2035 -1.8582 -0.6017 0.8823 1.1623
H 0.4399 -1.1947 -1.9372 1.9080 1.0522 2.2972
```
Positions in Å, forces in eV/Å.

Computed properties:
- HOMO-LUMO gap: 7.7 eV
- Relative energy (zero: lowest compared OMol25 entry of this formula, charge and spin): 0.00 kJ/mol
- SMILES string: C=C(C(=O)[O-])[C@H](S)CC
- Charge: -1


[3]
Density functional theory data (the ωB97M-V functional and the def2-TZVPD basis) for a molecular structure, C6H10.

XYZ file:
```
16
Properties=species:S:1:pos:R:3:forces:R:3
C 1.7521 0.7582 -0.6306 -0.0336 -0.0743 0.0058
C -0.0635 -0.3287 -1.2072 0.0094 -0.0814 0.0650
C -0.2045 -1.4692 -0.4478 -0.0545 0.1292 0.0254
C -1.2478 -0.4434 1.1330 0.1015 -0.1066 -0.2068
C -0.5462 0.7830 1.1652 0.1711 -0.0391 -0.1748
C 0.3683 0.8993 -0.5263 -0.0774 0.0760 0.0690
H 2.2229 -0.1844 -0.3743 -0.0695 0.1191 -0.0560
H 2.4116 1.5786 -0.9131 -0.1294 -0.1272 0.0582
H -0.4015 -0.2601 -2.2356 0.0155 -0.0259 0.1125
H -0.6388 -2.3689 -0.8868 0.1215 0.1896 0.0814
H 0.4970 -1.6649 0.3605 -0.0510 0.0909 -0.1574
H -1.0135 -1.2311 1.8412 -0.1197 0.1503 -0.0482
H -2.2534 -0.4761 0.7231 0.1432 0.0145 0.1442
H 0.2773 0.8757 1.8701 -0.2435 0.0217 0.0133
H -1.1312 1.6922 1.0381 0.1169 -0.1494 0.1038
H -0.0288 1.8398 -0.9096 0.0994 -0.1876 -0.0354
```
Positions in Å, forces in eV/Å.

Computed properties:
- HOMO-LUMO gap (spin up / spin down): 7.9 / 7.9 eV
- Relative energy (zero: lowest compared OMol25 entry of this formula, charge and spin): 458.34 kJ/mol


Largest force on an atom
In order: 1.767; 4.804; 0.254
Unit: eV Å⁻¹